141
Properties=species:S:1:pos:R:3:forces:R:3:mulliken_charge:R:1 method="wB97M-V/def2-TZVPD" lumo_ev="0.22 / -0.58" de_lowest_ev=0.217 homo_energy_ev="-6.6 / -6.7" s2=2.0284 total_charge=0 orbital_gap_ev="6.814 / 6.114" spin_multiplicity=3
W 0.629977 -0.828304 0.359761 -1.28 1.34 0.34 0.055
C 4.580766 -0.353875 -2.969689 -0.03 0.00 0.01 -1.131
O 3.306430 -0.371746 -2.347189 0.17 -0.14 0.00 0.138
C 2.698726 0.858589 -2.349744 -0.02 0.02 -0.01 -0.290
C 1.684985 1.090607 -3.269504 -0.01 0.02 -0.06 1.263
C 1.241841 -0.010926 -4.206626 -0.20 0.03 0.16 -2.148
C 0.176955 -1.035543 -3.808590 0.05 0.05 -0.39 -0.334
C -0.746185 -1.418681 -4.782660 0.07 -0.06 -0.13 -0.202
C -1.585913 -2.526172 -4.653040 0.04 0.05 0.03 -0.303
C -1.360208 -3.351749 -3.554497 0.03 -0.12 -0.03 -0.500
C -0.459603 -3.007586 -2.553494 -0.18 -0.22 0.11 0.468
C -0.044421 -4.034219 -1.500358 -0.10 0.13 0.01 -1.763
C -0.154994 -3.677445 -0.031792 0.16 0.05 -0.30 1.039
C -1.295533 -3.934661 0.678032 -0.14 -0.05 -0.06 -0.329
C -1.384866 -3.670961 2.056234 -0.06 -0.03 0.09 0.686
C -0.349235 -2.978866 2.639795 -0.10 0.20 0.06 -0.788
C 0.832066 -2.601556 1.949164 0.36 -0.64 0.17 0.721
C 1.956670 -1.861758 2.710375 -0.19 0.10 -0.09 -1.245
C 1.830272 -0.327564 2.402076 0.54 -0.42 -0.52 0.611
C 1.759606 0.692642 3.562550 -0.43 0.22 -0.09 -0.425
C 2.295141 2.079783 3.161219 -0.07 -0.07 0.02 -0.474
C 2.945543 2.247886 2.004238 0.07 0.01 -0.09 -0.832
C 3.212680 1.218955 1.003003 0.24 0.39 -0.13 0.648
C 3.997000 1.536279 -0.259686 -0.24 0.03 -0.04 -1.573
C 3.096382 1.850188 -1.450175 0.02 0.17 0.11 0.955
C 2.601561 3.136712 -1.643708 -0.03 -0.05 0.08 -0.608
C 1.690374 3.449175 -2.656360 0.03 -0.02 0.03 0.023
C 1.201002 2.389990 -3.413869 0.07 0.02 -0.06 -0.745
C 1.329259 4.910278 -2.952885 -0.01 -0.06 0.06 1.921
C 0.604116 5.557687 -1.768411 -0.01 0.04 0.01 -1.674
C 0.435078 5.034742 -4.186206 -0.06 0.01 -0.04 -1.990
C 2.623107 5.689588 -3.227287 0.07 0.02 -0.06 -1.776
C 2.665737 0.018509 1.183342 0.77 -0.35 0.76 0.116
O 2.684649 -0.994622 0.304082 -0.81 0.58 -0.05 -1.070
C 2.070852 3.266262 4.097701 -0.03 -0.07 0.01 2.967
C 2.325044 2.837714 5.547061 0.04 0.01 0.04 -1.740
C 3.017735 4.433505 3.801681 0.05 0.05 0.01 -2.247
C 0.639380 3.801409 3.910703 0.00 -0.01 -0.10 -1.247
C 0.986210 -3.128471 0.629873 -0.09 -0.81 0.53 -0.830
O 2.214430 -3.479403 0.127289 0.29 0.04 -0.08 -0.374
C 2.640136 -4.725846 0.664963 0.01 0.02 -0.03 -0.859
C -2.607597 -4.105283 2.869376 0.04 0.05 -0.03 2.010
C -3.428227 -2.865350 3.237735 -0.05 0.06 -0.05 -1.366
C -3.505512 -5.060004 2.079299 0.00 -0.05 -0.02 -2.260
C -2.153500 -4.822843 4.147546 0.01 -0.04 0.00 -1.706
C 0.170046 -1.762779 -2.611608 0.29 0.12 0.73 -0.135
O 0.759585 -1.288076 -1.511837 0.20 -0.28 -1.18 0.505
C -2.656602 -2.812579 -5.708917 0.06 0.03 0.03 2.141
C -3.551194 -3.984955 -5.303936 -0.02 -0.04 0.00 -2.134
C -1.995097 -3.140983 -7.054189 0.02 0.00 -0.04 -1.730
C -3.545329 -1.569250 -5.872031 -0.02 0.02 0.03 -1.621
H 4.486685 -0.261737 -4.056681 0.00 0.01 -0.05 0.279
H 5.069353 -1.295506 -2.727318 -0.02 -0.02 0.00 0.312
H 5.194620 0.475962 -2.609310 0.01 -0.01 0.01 0.358
H 2.131470 -0.588869 -4.463168 -0.01 -0.09 -0.03 0.394
H 0.892352 0.443837 -5.134926 0.02 0.07 -0.03 0.622
H -0.772775 -0.836251 -5.701138 -0.04 -0.02 0.07 0.460
H -1.881607 -4.299836 -3.467524 0.02 0.09 0.02 0.452
H 1.004230 -4.259467 -1.693745 0.03 -0.08 -0.07 0.432
H -0.619319 -4.941536 -1.685752 -0.03 -0.03 0.02 0.747
H -2.128989 -4.379256 0.147779 0.04 0.02 0.04 0.419
H -0.409095 -2.697203 3.683942 -0.02 0.03 -0.01 0.063
H 2.927041 -2.218491 2.381369 0.13 -0.07 0.02 0.539
H 1.844769 -2.049142 3.778520 -0.06 0.07 0.06 0.813
H 2.261504 0.342179 4.474068 -0.08 -0.10 0.00 1.065
H 3.305347 3.241351 1.754418 0.02 -0.09 0.01 0.192
H 4.637986 0.688308 -0.497392 -0.01 -0.01 0.03 0.620
H 4.633424 2.399134 -0.056957 0.07 0.03 -0.05 0.579
H 2.949964 3.919524 -0.974533 -0.02 -0.02 -0.04 0.299
H 0.473846 2.572009 -4.198402 0.10 -0.01 0.03 0.759
H -0.352962 5.070209 -1.578168 0.05 0.03 -0.01 0.222
H 0.422273 6.616807 -1.979218 0.03 -0.05 0.01 0.571
H 1.187657 5.482841 -0.849322 -0.03 0.01 -0.03 0.235
H -0.526235 4.531065 -4.042814 0.05 0.03 -0.01 0.238
H 0.913958 4.618717 -5.076477 -0.03 0.03 0.03 0.385
H 0.226218 6.090668 -4.376322 0.01 -0.05 0.00 0.466
H 3.272817 5.711182 -2.350176 -0.03 -0.01 -0.04 0.294
H 2.387166 6.723579 -3.496535 0.02 -0.05 0.02 0.482
H 3.182817 5.237193 -4.051055 -0.03 0.03 0.05 0.387
H 3.381235 2.586312 5.685379 -0.05 0.01 0.00 0.407
H 1.735603 1.969132 5.831853 0.04 0.04 -0.02 -0.015
H 2.075036 3.650297 6.235251 0.01 -0.04 -0.03 0.483
H 4.060212 4.107264 3.772257 -0.04 0.02 0.02 0.404
H 2.915706 5.181842 4.592104 0.00 -0.01 -0.04 0.476
H 2.778338 4.925287 2.856145 0.02 -0.03 0.03 0.336
H -0.116401 3.044463 4.110004 0.13 0.09 -0.13 -0.128
H 0.503050 4.132735 2.877828 0.02 0.00 0.05 -0.047
H 0.461303 4.650311 4.580230 0.00 -0.04 -0.02 0.558
H 2.794737 -4.657313 1.745631 -0.01 0.01 0.02 0.277
H 3.581833 -4.969060 0.179156 0.01 0.01 0.00 0.364
H 1.909656 -5.516923 0.463575 -0.01 0.00 -0.02 0.274
H -3.737566 -2.325322 2.337376 0.02 -0.04 0.07 0.198
H -2.839327 -2.183805 3.849463 -0.03 0.04 -0.01 -0.001
H -4.321895 -3.149762 3.802491 0.05 0.01 -0.03 0.600
H -3.957332 -4.572349 1.211992 0.02 -0.02 0.05 0.344
H -4.318010 -5.403057 2.722918 0.01 0.01 -0.01 0.477
H -2.954176 -5.939435 1.734865 -0.03 0.04 0.02 0.391
H -1.554188 -4.178600 4.793061 -0.02 0.00 -0.03 0.228
H -1.555698 -5.705175 3.903965 -0.03 0.03 0.02 0.425
H -3.026300 -5.148021 4.720437 0.04 0.02 -0.02 0.456
H -3.000128 -4.928984 -5.288153 -0.02 0.05 0.02 0.391
H -4.364954 -4.090257 -6.025834 0.04 -0.01 0.02 0.448
H -3.992700 -3.826433 -4.316493 0.00 0.00 -0.06 0.394
H -1.368571 -4.032201 -6.967803 -0.02 0.04 -0.01 0.356
H -1.363871 -2.317841 -7.397910 -0.03 -0.04 0.01 0.322
H -2.754516 -3.327027 -7.820652 0.04 0.01 0.06 0.468
H -3.985460 -1.282296 -4.911901 0.02 -0.02 -0.07 0.307
H -4.357907 -1.773196 -6.575580 0.05 0.01 0.02 0.458
H -2.977923 -0.717361 -6.255161 -0.03 -0.04 0.04 0.336
C -2.819581 0.825237 4.312212 -0.19 0.05 -0.16 -1.064
Si -1.060854 0.588735 4.876516 -0.08 -0.02 0.08 0.143
C -0.841251 1.851545 6.242048 0.09 0.18 0.12 -1.328
C -0.920133 -1.047292 5.795744 0.05 -0.20 0.05 -1.184
C 0.207301 0.546387 3.495831 0.36 0.02 0.15 0.336
C 0.233076 -0.084446 2.299840 -0.13 0.06 -0.43 -0.453
H -3.476069 0.636159 5.168946 0.03 0.02 -0.08 0.528
H -3.118908 0.157588 3.505070 0.02 -0.04 0.01 0.046
H -2.985220 1.857795 3.985594 -0.01 -0.09 0.03 0.361
H -1.729778 1.744150 6.873372 0.03 0.00 0.00 0.486
H -0.785183 2.889761 5.913805 -0.06 -0.12 0.15 0.359
H 0.027691 1.644719 6.869719 -0.08 0.01 0.00 0.400
H -1.130767 -0.881771 6.856677 0.00 -0.04 -0.05 0.697
H 0.083215 -1.480779 5.721730 -0.06 0.05 0.03 0.342
H -1.635282 -1.789764 5.433335 0.09 0.02 0.04 0.108
O -0.206684 3.438386 0.230264 0.10 -0.47 -0.02 -0.703
C 0.096893 2.296941 0.035737 -0.10 0.41 0.14 0.427
N 0.333265 1.160463 -0.193599 0.21 -0.06 -0.07 0.094
C -2.054704 1.767773 -3.032559 -0.05 -0.06 0.12 -1.100
N -2.023328 0.543755 -2.251843 0.02 0.14 -0.11 0.205
C -2.239146 0.486486 -0.947299 0.18 -0.06 -0.12 0.117
S -1.966248 -1.040451 -0.146814 -0.07 0.24 0.29 -0.191
N -2.669226 1.591359 -0.344289 0.03 -0.05 0.22 0.006
C -2.839835 1.717993 1.094502 -0.03 -0.10 -0.05 -1.023
H -1.865071 1.510307 -4.072221 0.02 -0.01 0.02 0.252
H -1.282395 2.472777 -2.703071 -0.09 -0.07 0.01 0.217
H -3.037257 2.239806 -2.968739 -0.03 -0.02 -0.01 0.553
H -1.563228 -0.261524 -2.655974 -0.07 -0.02 -0.07 -0.331
H -2.496565 2.459610 -0.829889 -0.10 0.02 -0.03 0.336
H -3.329256 0.827694 1.470610 -0.05 -0.04 0.00 0.453
H -3.467445 2.586262 1.284499 0.02 0.00 0.03 0.303
H -1.881648 1.835400 1.601780 0.02 -0.01 0.02 0.120